{"formula": "C28H29ClN8O3PRe", "method": "the ωB97M-V functional and the def2-TZVPD basis", "species": ["Re", "N", "C", "C", "C", "O", "O", "H", "H", "H", "H", "H", "H", "Cl", "C", "C", "C", "C", "C", "C", "P", "C", "C", "C", "C", "C", "C", "C", "C", "C", "C", "C", "C", "H", "H", "H", "H", "H", "H", "H", "H", "H", "H", "H", "H", "H", "H", "N", "C", "O", "C", "C", "C", "C", "N", "C", "H", "H", "H", "H", "H", "H", "N", "N", "N", "C", "N", "N", "H", "H", "H"], "xyz": [[0.188, -0.811, 0.247], [0.490, -0.752, 2.364], [1.795, -0.146, 2.853], [2.992, -0.835, 2.217], [3.195, -0.388, 0.799], [4.178, 0.057, 0.318], [2.053, -0.511, 0.008], [-0.267, -0.251, 2.831], [0.450, -1.709, 2.723], [1.812, -0.258, 3.936], [1.759, 0.917, 2.618], [2.864, -1.922, 2.245], [3.893, -0.598, 2.779], [-0.055, -0.899, -2.169], [0.229, 0.772, -2.786], [0.532, 0.877, -4.121], [0.748, 2.162, -4.614], [0.664, 3.265, -3.776], [0.359, 3.106, -2.430], [0.123, 1.835, -1.911], [-0.297, 1.606, -0.174], [-2.051, 1.931, 0.040], [-2.573, 1.983, 1.337], [-3.920, 2.237, 1.531], [-4.752, 2.429, 0.430], [-4.238, 2.377, -0.856], [-2.883, 2.133, -1.057], [0.661, 2.808, 0.749], [0.040, 3.848, 1.446], [0.822, 4.822, 2.052], [2.206, 4.767, 1.960], [2.824, 3.744, 1.247], [2.057, 2.767, 0.636], [0.607, 0.009, -4.761], [0.993, 2.288, -5.660], [0.844, 4.256, -4.170], [0.307, 3.970, -1.779], [-1.921, 1.880, 2.201], [-4.322, 2.306, 2.533], [-5.803, 2.639, 0.582], [-4.884, 2.546, -1.706], [-2.486, 2.115, -2.064], [-1.037, 3.913, 1.517], [0.346, 5.631, 2.589], [2.807, 5.532, 2.432], [3.901, 3.719, 1.150], [2.547, 2.015, 0.032], [3.880, -4.580, -2.151], [2.832, -5.358, -1.791], [2.604, -6.458, -2.223], [1.838, -4.775, -0.798], [1.081, -5.681, -0.061], [0.111, -5.210, 0.812], [-0.114, -3.855, 0.882], [0.595, -2.963, 0.155], [1.573, -3.431, -0.658], [4.555, -4.996, -2.777], [4.192, -3.800, -1.599], [1.266, -6.740, -0.198], [-0.480, -5.886, 1.414], [-0.898, -3.463, 1.517], [2.129, -2.684, -1.210], [-4.986, -1.637, -0.842], [-3.870, -1.570, -0.078], [-3.944, -1.607, 1.240], [-2.685, -1.407, 1.577], [-1.900, -1.263, 0.499], [-2.701, -1.379, -0.574], [-5.733, -2.098, -0.336], [-4.783, -1.973, -1.774], [-2.360, -1.370, 2.604]], "mulliken_charge": [1.592, -0.854, -0.619, -0.635, 0.533, -0.484, -0.461, 0.314, 0.388, 0.571, 0.205, 0.257, 0.480, -0.208, 1.291, -0.662, -0.570, -0.904, -0.165, -0.823, 2.251, 0.561, -0.652, -0.833, -0.706, -0.813, -0.692, 0.460, -0.788, -0.707, -0.720, -0.803, -0.402, 0.548, 0.457, 0.482, 0.547, 0.558, 0.486, 0.479, 0.493, 0.449, 0.499, 0.485, 0.447, 0.532, 0.538, -0.318, 0.284, -0.532, -0.158, -0.194, -1.102, -0.097, 0.017, -0.123, 0.254, 0.177, 0.553, 0.472, 0.427, 0.567, -0.550, 1.177, -0.922, -0.279, 0.530, -0.657, 0.329, 0.295, 0.453], "total_charge": 3, "homo_energy_ev": [-17.10, -17.12], "spin_multiplicity": 4, "gap_ha": [0.3056, 0.2182], "lumo_energy_ev": [-8.786, -11.181]}